one:
One molecule with the formula C4H8N2OS. Source: OMol25; level of theory: ωB97M-V with the def2-TZVPD basis set.

Total charge: 0
Lowest unoccupied orbital energy: 0.8010 eV
Molecular weight: 132.188 g mol⁻¹
Frontier orbital gap: 9.227 eV
HOMO level: -8.426 eV
SMILES: [H]/N=C/[C@@H](SN)C(C)=O

XYZ file:
```
16
Properties=species:S:1:pos:R:3:nbo_charge:R:1
H 2.736 2.163 0.186 0.36
N 2.209 1.304 0.046 -0.64
C 1.109 1.293 -0.596 0.16
C 0.229 0.069 -0.823 -0.54
S 0.900 -1.447 -0.069 0.45
N 1.333 -0.862 1.372 -0.98
C -1.221 -0.016 0.031 0.60
C -2.205 -0.978 -0.338 -0.75
O -1.155 0.628 1.090 -0.59
H 0.635 2.152 -1.002 0.15
H 0.129 -0.059 -1.900 0.24
H 0.645 -0.432 1.887 0.39
H 2.221 -0.574 1.415 0.39
H -2.726 -0.391 -1.149 0.25
H -3.004 -0.867 0.412 0.25
H -1.835 -1.984 -0.562 0.27
```

=====

two:
One molecule with the formula C4H8N2OS. Source: OMol25; level of theory: ωB97M-V with the def2-TZVPD basis set.

Total charge: 0
Lowest unoccupied orbital energy: -0.0420 eV
Molecular weight: 132.188 g mol⁻¹
Frontier orbital gap: 8.503 eV
HOMO level: -8.545 eV
SMILES: CN(CC=O)NC=S

XYZ file:
```
16
Properties=species:S:1:pos:R:3:nbo_charge:R:1
C 1.836 -0.062 -0.951 -0.42
N 0.893 -0.339 0.190 -0.30
C 1.236 0.098 1.495 -0.31
C 1.728 1.690 1.395 0.38
O 1.182 2.289 0.396 -0.56
N -0.439 0.028 -0.011 -0.47
C -1.204 -1.127 -0.467 -0.12
S -2.761 -1.232 -0.921 -0.06
H 2.018 0.953 -1.217 0.20
H 1.233 -0.505 -1.892 0.21
H 2.763 -0.531 -0.676 0.21
H 0.321 -0.230 2.034 0.26
H 2.111 -0.758 1.949 0.20
H 2.749 2.230 1.986 0.17
H -0.721 0.922 -0.150 0.40
H -0.515 -2.108 -0.551 0.21
```

=====

three:
A 2-piece molecular cluster, C4H8N2OS overall. Source: OMol25; level of theory: ωB97M-V with the def2-TZVPD basis set.

Total charge: 0
Lowest unoccupied orbital energy: -0.8661 eV
Molecular weight: 132.188 g mol⁻¹
Frontier orbital gap: 7.798 eV
HOMO level: -8.665 eV

XYZ file:
```
16
Properties=species:S:1:pos:R:3:nbo_charge:R:1
C -0.517 -0.804 0.540 -0.28
C -0.476 0.460 1.358 -0.27
C 0.600 0.463 -1.319 -0.07
C 0.577 -0.816 -0.428 -0.02
H -1.614 0.398 -1.082 0.18
H -0.541 -1.742 1.067 0.25
H -1.267 0.689 1.995 0.22
H 0.495 0.593 1.757 0.21
H -0.584 2.387 0.823 0.38
H 1.105 0.571 -2.347 0.22
H 0.358 -1.506 -1.219 0.20
H 2.617 -1.882 -0.651 0.43
N -0.497 1.517 0.370 -0.43
N 0.126 1.555 -0.824 -0.21
O 1.832 -1.096 0.396 -0.67
S -2.215 -0.786 -0.437 -0.14
```

=====

Q: Which of them is the most stable? A: one.

=====

one:
One molecule with the formula C4H7N5. Source: OMol25; level of theory: ωB97M-V with the def2-TZVPD basis set.

Total charge: 0
Lowest unoccupied orbital energy: 0.6631 eV
Molecular weight: 125.135 g mol⁻¹
Frontier orbital gap: 9.933 eV
HOMO level: -9.270 eV
SMILES: Cn1cnnc[nH]nc1

XYZ file:
```
16
Properties=species:S:1:pos:R:3:nbo_charge:R:1
C -1.363 -2.233 -0.470 -0.40
N -0.512 -0.997 -0.313 -0.51
C -1.094 0.208 -0.827 0.24
N -0.987 1.414 -0.465 -0.27
N -0.656 1.562 0.904 -0.29
C 0.568 1.274 1.260 0.22
N 1.557 1.115 0.252 -0.53
N 1.840 -0.412 0.131 -0.31
C 0.907 -1.198 -0.212 0.26
H -1.506 -2.555 -1.622 0.19
H -2.401 -1.867 -0.165 0.23
H -0.855 -2.988 0.100 0.22
H -1.623 0.098 -1.850 0.17
H 1.086 1.012 2.310 0.22
H 1.307 1.500 -0.729 0.38
H 1.183 -2.288 -0.107 0.20
```

=====

two:
A 2-piece molecular cluster, C4H7N5 overall. Source: OMol25; level of theory: ωB97M-V with the def2-TZVPD basis set.

Total charge: 0
Lowest unoccupied orbital energy: 0.7876 eV
Molecular weight: 125.135 g mol⁻¹
Frontier orbital gap: 10.116 eV
HOMO level: -9.328 eV

XYZ file:
```
16
Properties=species:S:1:pos:R:3:nbo_charge:R:1
C -2.648 -0.911 0.121 0.09
C 2.048 0.237 -0.332 -0.50
C 0.968 -0.707 0.353 -0.45
C 0.769 0.782 0.192 0.33
N -4.002 -1.022 -0.064 -0.46
N -2.529 0.419 0.302 -0.46
N -4.618 0.225 -0.148 -0.05
N -3.739 1.065 0.073 -0.05
N -0.058 1.731 -0.003 -0.65
H 3.012 0.450 0.149 0.23
H 2.332 0.204 -1.327 0.23
H 0.136 -1.309 -0.244 0.27
H 1.199 -1.078 1.248 0.22
H -4.668 -1.719 -0.352 0.42
H -1.677 0.991 0.426 0.46
H 0.431 2.492 -0.482 0.36
```

=====

Q: Which of them is the most stable? A: two.

=====

one:
One molecule with the formula C9H11NS2. Source: OMol25; level of theory: ωB97M-V with the def2-TZVPD basis set.

Total charge: 0
Lowest unoccupied orbital energy: -0.7323 eV
Molecular weight: 197.328 g mol⁻¹
Frontier orbital gap: 6.997 eV
HOMO level: -7.729 eV
SMILES: CCN(C(=S)S)c1ccccc1

XYZ file:
```
23
Properties=species:S:1:pos:R:3:nbo_charge:R:1
C 1.809 -1.609 0.657 -0.62
C 1.112 -1.512 -0.714 -0.24
N -0.243 -0.954 -0.681 -0.44
C -1.215 -2.286 0.016 -0.22
S -1.277 -3.730 -0.711 0.10
S -2.068 -1.656 1.367 0.14
C -0.556 0.358 -0.488 0.15
C 0.394 1.407 -0.312 -0.28
C 0.000 2.743 -0.347 -0.17
C -1.314 3.073 -0.525 -0.25
C -2.262 2.047 -0.747 -0.20
C -1.934 0.705 -0.672 -0.23
H 0.964 -1.866 1.314 0.21
H 2.576 -2.467 0.451 0.22
H 2.263 -0.694 0.973 0.21
H 1.796 -1.070 -1.441 0.21
H 1.073 -2.448 -1.265 0.22
H -3.191 -2.351 1.229 0.14
H 1.405 1.279 -0.235 0.21
H 0.669 3.506 -0.191 0.20
H -1.418 4.152 -0.513 0.21
H -3.249 2.208 -0.932 0.20
H -2.758 -0.057 -0.926 0.22
```

=====

two:
One molecule with the formula C9H11NS2. Source: OMol25; level of theory: ωB97M-V with the def2-TZVPD basis set.

Total charge: 0
Lowest unoccupied orbital energy: 0.3814 eV
Molecular weight: 197.328 g mol⁻¹
Frontier orbital gap: 8.997 eV
HOMO level: -8.615 eV
SMILES: CCN(C(=S)S)c1ccccc1

XYZ file:
```
23
Properties=species:S:1:pos:R:3:nbo_charge:R:1
C 1.855 -1.923 -0.240 -0.63
C 2.103 -0.515 0.243 -0.22
N 1.064 0.374 -0.123 -0.47
C 1.327 1.016 -1.498 -0.19
S 2.728 1.022 -2.216 -0.01
S -0.095 1.906 -1.856 0.10
C -0.301 0.301 0.323 0.10
C -1.260 -0.422 -0.403 -0.20
C -2.546 -0.600 0.169 -0.22
C -2.886 0.217 1.216 -0.19
C -2.046 1.123 1.794 -0.22
C -0.739 1.142 1.375 -0.18
H 2.107 -1.916 -1.261 0.21
H 2.657 -2.625 0.170 0.21
H 0.886 -2.303 -0.121 0.21
H 2.241 -0.469 1.349 0.19
H 2.922 -0.068 -0.206 0.23
H 0.513 2.086 -3.120 0.17
H -0.832 -0.730 -1.364 0.23
H -3.299 -1.296 -0.271 0.23
H -3.944 0.223 1.591 0.21
H -2.401 1.644 2.560 0.21
H -0.054 1.815 1.887 0.22
```

=====

Q: Which of them is the most stable? A: two.

=====

one:
CH3NOS as an isolated structure. Source: OMol25; level of theory: ωB97M-V with the def2-TZVPD basis set.

Total charge: 0
Lowest unoccupied orbital energy: -0.4850 eV
Molecular weight: 77.108 g mol⁻¹
Frontier orbital gap: 8.540 eV
HOMO level: -9.025 eV

XYZ file:
```
7
Properties=species:S:1:pos:R:3:nbo_charge:R:1
C 1.677 1.202 -0.309 -0.01
N 2.225 0.064 -0.459 -0.73
O 1.173 1.021 -2.983 -0.85
S 2.297 1.164 -2.073 1.17
H -1.029 1.606 0.187 0.01
H -1.748 1.277 0.165 -0.02
H 2.306 -0.760 0.088 0.43
```

=====

two:
A 2-piece molecular cluster, CH3NOS overall. Source: OMol25; level of theory: ωB97M-V with the def2-TZVPD basis set.

Total charge: 0
Lowest unoccupied orbital energy (spin up / spin down): 0.3111 / -0.2698 eV
Molecular weight: 77.108 g mol⁻¹
Frontier orbital gap (spin up / spin down): 8.661 / 7.498 eV
HOMO level (spin up / spin down): -8.350 / -7.767 eV

XYZ file:
```
7
Properties=species:S:1:pos:R:3:nbo_charge:R:1
C -0.417 -1.189 0.712 0.52
N 1.047 0.342 -0.139 -0.88
O -1.299 -1.940 0.416 -0.45
S -0.194 1.485 -0.062 0.20
H -0.126 -0.674 1.525 0.15
H 1.431 0.185 -1.070 0.36
H -0.443 1.790 -1.383 0.10
```

=====

three:
A 2-piece molecular cluster, CH3NOS overall. Source: OMol25; level of theory: ωB97M-V with the def2-TZVPD basis set.

Total charge: 0
Lowest unoccupied orbital energy (spin up / spin down): -0.7996 / -1.2809 eV
Molecular weight: 77.108 g mol⁻¹
Frontier orbital gap (spin up / spin down): 8.270 / 7.618 eV
HOMO level (spin up / spin down): -9.070 / -8.899 eV

XYZ file:
```
7
Properties=species:S:1:pos:R:3:nbo_charge:R:1
C 0.238 0.090 1.232 -0.48
N -0.209 -0.130 -1.418 -0.03
O 0.477 -1.101 -1.659 -0.27
S -1.227 0.741 -2.158 0.27
H -0.177 -0.833 1.383 0.16
H -0.417 1.049 1.414 0.18
H 1.316 0.184 1.206 0.17
```

=====

four:
One molecule with the formula CH3NOS. Source: OMol25; level of theory: ωB97M-V with the def2-TZVPD basis set.

Total charge: 0
Lowest unoccupied orbital energy: 0.5542 eV
Molecular weight: 77.108 g mol⁻¹
Frontier orbital gap: 10.289 eV
HOMO level: -9.734 eV

XYZ file:
```
7
Properties=species:S:1:pos:R:3:nbo_charge:R:1
C -0.492 0.349 -0.405 -0.46
N 0.924 0.301 -0.128 -0.79
O -0.029 -0.732 1.989 -0.94
S 0.118 -0.996 0.580 1.34
H -1.092 1.013 0.347 0.24
H -0.979 -0.078 -1.264 0.21
H 1.550 0.143 -1.119 0.39
```

=====

Q: Which of them is the most stable? A: four.

=====

one:
A 2-piece molecular cluster, CH10N5 overall. Source: OMol25; level of theory: ωB97M-V with the def2-TZVPD basis set.

Total charge: +1
Lowest unoccupied orbital energy: -2.8146 eV
Molecular weight: 92.126 g mol⁻¹
Frontier orbital gap: 9.770 eV
HOMO level: -12.585 eV

XYZ file:
```
16
Properties=species:S:1:pos:R:3:nbo_charge:R:1
C -0.573 -0.202 0.182 0.12
N 1.038 1.391 0.947 -0.66
N -2.296 -1.691 -0.511 -0.62
N -0.258 0.821 0.991 -0.46
N -1.745 -0.746 0.369 -0.40
N 1.783 0.115 -1.277 -0.97
H 0.778 -0.264 -1.067 0.43
H 0.963 2.408 0.921 0.39
H 1.562 1.143 1.788 0.38
H -2.478 -2.566 -0.022 0.37
H -1.646 -1.863 -1.272 0.37
H -0.871 1.135 1.745 0.37
H -2.427 -0.425 1.057 0.38
H 2.483 -0.623 -1.213 0.43
H 1.838 0.789 -0.455 0.45
H 1.850 0.578 -2.182 0.43
```

=====

two:
A 3-piece molecular cluster, CH10N5 overall. Source: OMol25; level of theory: ωB97M-V with the def2-TZVPD basis set.

Total charge: +1
Lowest unoccupied orbital energy: -3.3480 eV
Molecular weight: 92.126 g mol⁻¹
Frontier orbital gap: 9.610 eV
HOMO level: -12.958 eV

XYZ file:
```
16
Properties=species:S:1:pos:R:3:nbo_charge:R:1
C -0.214 1.062 0.317 0.58
N -0.768 -1.519 -3.032 -1.08
N 1.519 0.814 2.926 -1.02
N 0.522 1.910 0.868 -0.74
N -1.259 0.516 0.096 -0.14
N -1.626 -0.456 -0.671 -0.62
H -1.275 -2.368 -2.830 0.37
H -0.072 -1.961 -3.641 0.40
H 0.998 0.048 3.278 0.40
H 1.689 1.396 3.716 0.40
H 0.994 1.519 1.797 0.43
H 0.647 2.870 0.552 0.43
H -1.306 -0.799 -1.587 0.43
H -1.426 -1.044 -3.653 0.38
H -2.528 -0.785 -0.296 0.38
H 2.458 0.610 2.594 0.40
```

=====

Q: Which of them is the most stable? A: two.